Computed, not measured: a 2-piece molecular cluster, C6H15N2 overall in a non-equilibrium geometry, with ωB97M-V/def2-TZVPD.

Computed properties:
net charge = +1
LUMO level = -7.8 eV
largest force on an atom = 6.0 eV Å⁻¹
ΔE to the lowest compared entry with this formula, charge and spin = 197.3 kcal per mole

Last columns: bonded neighbours and bond lengths (Å).
CARTESIAN COORDINATES (ANGSTROEM)
1 N -2.447 1.032 -1.956  H9 1.048, H10 1.052, H11 1.045
2 C -0.289 -0.276 0.001  C3 1.549, C6 1.551, H12 1.023
3 C 0.422 -1.482 -0.662  C2 1.549, C4 1.417, H13 1.109, H14 1.112
4 C 1.814 -1.220 -0.702  C3 1.417, C5 1.355, H15 1.113
5 C 2.842 -2.060 -0.428  C4 1.355, H16 1.055, H17 1.076
6 C -0.047 -0.072 1.519  C2 1.551, N7 1.478, H18 1.068, H19 1.154
7 N -0.121 1.307 2.045  C6 1.478, C8 1.393, H20 0.957
8 C -0.456 2.189 1.019  N7 1.393, H21 1.066, H22 1.014, H23 1.195
9 H -1.919 0.177 -1.659  N1 1.048
10 H -3.448 0.882 -1.670  N1 1.052
11 H -2.449 1.364 -2.947  N1 1.045
12 H -1.301 -0.384 -0.100  C2 1.023
13 H 0.130 -1.600 -1.726  C3 1.109
14 H 0.107 -2.464 -0.247  C3 1.112
15 H 2.004 -0.125 -0.653  C4 1.113
16 H 3.845 -2.131 -0.745  C5 1.055
17 H 2.333 -2.825 0.133  C5 1.076
18 H -0.738 -0.618 2.122  C6 1.068
19 H 0.966 -0.485 1.889  C6 1.154
20 H 0.652 1.558 2.550  N7 0.957
21 H 0.260 2.124 0.232  C8 1.066
22 H -1.316 1.845 0.606  C8 1.014
23 H -0.844 3.261 1.377  C8 1.195


Computed, not measured: a 2-piece molecular cluster, C6H15N2 overall, with ωB97M-V/def2-TZVPD.

Computed properties:
net charge = +1
LUMO level = -3.1 eV
largest force on an atom = 0.6 eV Å⁻¹
ΔE to the lowest compared entry with this formula, charge and spin = 42.3 kcal per mole

Last columns: bonded neighbours and bond lengths (Å).
CARTESIAN COORDINATES (ANGSTROEM)
1 C 1.541 -0.214 -2.259  C2 1.501, H5 1.093, H6 1.091, H7 1.095
2 C 0.114 0.253 -2.240  C1 1.501, C3 1.334, C4 1.500
3 C -0.898 -0.571 -1.963  C2 1.334, H8 1.083, H9 1.086
4 C -0.105 1.701 -2.566  C2 1.500, H10 1.088, H11 1.090, H12 1.091
5 H 1.973 -0.113 -3.257  C1 1.093
6 H 1.643 -1.261 -1.968  C1 1.091
7 H 2.157 0.417 -1.609  C1 1.095
8 H -1.907 -0.184 -1.899  C3 1.083
9 H -0.773 -1.649 -1.924  C3 1.086
10 H -1.154 1.969 -2.460  C4 1.088
11 H 0.198 1.887 -3.596  C4 1.090
12 H 0.513 2.349 -1.943  C4 1.091
13 C -0.571 0.107 2.644  C14 1.331, N16 1.372, H17 1.084
14 C 0.110 -0.812 1.963  C13 1.331, N15 1.476, H18 1.077
15 N 0.866 -0.425 0.756  C14 1.476, H19 1.044, H20 1.020, H21 1.020
16 N -1.317 -0.150 3.766  C13 1.372, H22 1.012, H23 1.011
17 H -0.510 1.158 2.386  C13 1.084
18 H 0.080 -1.867 2.172  C14 1.077
19 H 0.234 -0.462 -0.075  N15 1.044
20 H 1.238 0.522 0.832  N15 1.020
21 H 1.651 -1.052 0.578  N15 1.020
22 H -1.624 -1.107 3.880  N16 1.012
23 H -2.106 0.470 3.898  N16 1.011


Computed, not measured: a 2-piece molecular cluster, C6H15N2 overall, with ωB97M-V/def2-TZVPD.

Computed properties:
net charge = +1
LUMO level = -3.7 eV
largest force on an atom = 0.8 eV Å⁻¹
ΔE to the lowest compared entry with this formula, charge and spin = 41.2 kcal per mole

Last columns: bonded neighbours and bond lengths (Å).
CARTESIAN COORDINATES (ANGSTROEM)
1 C -0.601 -1.949 -2.031  C2 1.532, H5 1.089, H6 1.089, H7 1.087
2 C -1.342 -1.152 -0.954  C1 1.532, N4 1.467, H8 1.092, H9 1.088
3 C -0.982 -1.485 1.368  N4 1.267, H10 1.084, H11 1.084
4 N -0.526 -1.065 0.262  C2 1.467, C3 1.267, H12 1.183
5 H 0.315 -1.434 -2.315  C1 1.089
6 H -0.357 -2.945 -1.664  C1 1.089
7 H -1.231 -2.050 -2.911  C1 1.087
8 H -1.524 -0.137 -1.312  C2 1.092
9 H -2.301 -1.591 -0.687  C2 1.088
10 H -0.323 -1.443 2.228  C3 1.084
11 H -2.018 -1.783 1.479  C3 1.084
12 H 0.555 -0.590 0.187  N4 1.183
13 N 1.772 0.193 -0.018  C14 1.498, H17 1.014, H18 1.021
14 C 1.679 1.467 0.764  N13 1.498, C16 1.500, H19 1.090, H20 1.091
15 C -0.604 2.439 1.180  C16 1.326, H21 1.080, H22 1.085
16 C 0.439 2.225 0.391  C14 1.500, C15 1.326, H23 1.088
17 H 2.683 -0.212 0.165  N13 1.014
18 H 1.786 0.445 -1.007  N13 1.021
19 H 2.554 2.095 0.599  C14 1.090
20 H 1.647 1.199 1.822  C14 1.091
21 H -1.424 3.070 0.869  C15 1.080
22 H -0.654 2.002 2.172  C15 1.085
23 H 0.456 2.701 -0.587  C16 1.088


Computed, not measured: an isolated ion of composition C6H15N2 and charge +1 in a non-equilibrium geometry, with ωB97M-V/def2-TZVPD.

Computed properties:
net charge = +1
LUMO level = -3.4 eV
largest force on an atom = 5.0 eV Å⁻¹
SMILES string = CN/C=C/C[C@@H](C)[NH3+]
ΔE to the lowest compared entry with this formula, charge and spin = 78.8 kcal per mole

Last columns: bonded neighbours and bond lengths (Å).
CARTESIAN COORDINATES (ANGSTROEM)
1 C -3.206 -0.047 2.586  N2 1.458, H9 1.149, H10 1.186, H11 1.184
2 N -2.013 -0.511 1.887  C1 1.458, C3 1.358, H12 1.004
3 C -1.371 0.423 1.139  N2 1.358, C4 1.355, H13 1.070
4 C -0.205 0.110 0.523  C3 1.355, C5 1.504, H14 1.015
5 C 0.602 0.834 -0.520  C4 1.504, C6 1.566, H15 1.132, H16 1.246
6 C 1.296 -0.232 -1.434  C5 1.566, C7 1.518, N8 1.481, H17 1.174
7 C 1.794 0.574 -2.620  C6 1.518, H18 1.099, H19 1.079, H20 1.098
8 N 2.240 -1.086 -0.676  C6 1.481, H21 0.988, H22 1.109, H23 0.975
9 H -3.222 1.079 2.810  C1 1.149
10 H -4.228 -0.322 2.051  C1 1.186
11 H -3.371 -0.661 3.585  C1 1.184
12 H -1.641 -1.436 2.005  N2 1.004
13 H -1.758 1.421 1.137  C3 1.070
14 H -0.124 -0.893 0.650  C4 1.015
15 H -0.124 1.449 -1.134  C5 1.132
16 H 1.485 1.612 -0.113  C5 1.246
17 H 0.389 -0.906 -1.750  C6 1.174
18 H 1.822 0.027 -3.573  C7 1.099
19 H 2.852 0.747 -2.490  C7 1.079
20 H 1.394 1.584 -2.775  C7 1.098
21 H 1.819 -1.323 0.186  N8 0.988
22 H 3.134 -0.493 -0.393  N8 1.109
23 H 2.439 -1.951 -1.078  N8 0.975


Computed, not measured: an isolated ion of composition C6H15N2 and charge +1 in a non-equilibrium geometry, with ωB97M-V/def2-TZVPD.

Computed properties:
net charge = +1
LUMO level = -8.6 eV
largest force on an atom = 2.0 eV Å⁻¹
ΔE to the lowest compared entry with this formula, charge and spin = 128.1 kcal per mole

Last columns: bonded neighbours and bond lengths (Å).
CARTESIAN COORDINATES (ANGSTROEM)
1 C 2.106 -1.754 0.647  C2 1.513, H9 1.095, H10 1.088, H11 1.093
2 C 2.209 -0.246 0.569  C1 1.513, C3 1.553, H12 1.089, H13 1.100
3 C 1.865 0.335 -0.830  C2 1.553, C4 1.536, H14 1.087, H15 1.099
4 C 0.763 1.404 -0.803  C3 1.536, C5 1.508, H16 1.093, H17 1.100
5 C -0.661 0.918 -0.711  C4 1.508, N6 1.391, H18 1.112, H19 1.110
6 N -0.889 -0.170 0.124  C5 1.391, C7 1.404
7 C -2.195 -0.663 0.273  N6 1.404, N8 1.485, H20 1.089, H21 1.108
8 N -3.318 0.230 0.658  C7 1.485, H22 1.017, H23 1.015
9 H 2.315 -2.126 1.656  C1 1.095
10 H 2.834 -2.268 0.023  C1 1.088
11 H 1.079 -2.083 0.473  C1 1.093
12 H 3.168 0.109 0.944  C2 1.089
13 H 1.445 0.183 1.233  C2 1.100
14 H 2.741 0.770 -1.303  C3 1.087
15 H 1.566 -0.488 -1.494  C3 1.099
16 H 0.850 2.064 -1.670  C4 1.093
17 H 0.974 2.094 0.027  C4 1.100
18 H -1.364 1.763 -0.539  C5 1.112
19 H -1.009 0.638 -1.727  C5 1.110
20 H -2.179 -1.461 1.014  C7 1.089
21 H -2.458 -1.138 -0.693  C7 1.108
22 H -3.260 1.095 0.125  N8 1.017
23 H -3.161 0.456 1.635  N8 1.015